1.
This record from OMol25 describes the molecule C4H9NO. The level of theory is wB97M-V/def2-TZVPD.

The geometry in XYZ format:
```
15
Properties=species:S:1:pos:R:3
O 2.48587 0.22660 -0.06497
C 1.35013 -0.52952 -0.38598
C 0.19948 -0.28235 0.54308
C -0.48605 1.08655 0.23461
N -1.33525 0.38115 -0.74062
C -1.22023 -0.84941 0.09298
H 2.29608 1.13198 -0.30624
H 1.54084 -1.64491 -0.26164
H 1.05789 -0.43846 -1.44474
H 0.57063 -0.39530 1.59147
H 0.15131 1.85527 -0.16877
H -1.02969 1.48293 1.19488
H -2.29147 0.68912 -0.94403
H -1.42483 -1.81272 -0.41517
H -1.86471 -0.90092 1.07513
```

Values from the calculation:
ΔE to the lowest compared entry with this formula, charge and spin (kJ/mol): 252.76
Charge: 0
Maximum force (Eh/bohr): 0.0518
Highest occupied orbital energy (eV): -9.21
SMILES: OCC1CNC1



2.
This record from OMol25 describes the molecule C5H11O2P. The level of theory is wB97M-V/def2-TZVPD.

The geometry in XYZ format:
```
19
Properties=species:S:1:pos:R:3
O 2.50475 -1.92365 0.21616
C 2.48454 -0.70687 0.80164
C 1.97260 0.36982 0.28101
C 1.10048 0.59936 -0.92136
C -0.24105 1.05224 -0.41722
C -1.03519 -0.02011 0.31623
P -2.86051 0.51246 0.38172
O -3.72668 -0.75293 -0.39204
H 1.79602 -2.04654 -0.39647
H 2.88058 -0.75141 1.77884
H 1.98100 1.33047 0.91138
H 0.94877 -0.33844 -1.49298
H 1.67756 1.28166 -1.46349
H -0.08577 2.03673 0.15760
H -0.72337 1.19193 -1.36309
H -0.99810 -0.95928 -0.16912
H -0.64110 -0.23202 1.45424
H -3.36038 0.05373 1.62680
H -3.67416 -0.69715 -1.30985
```

Values from the calculation:
ΔE to the lowest compared entry with this formula, charge and spin (kJ/mol): 92.27
Charge: 0
Maximum force (Eh/bohr): 0.0778
Highest occupied orbital energy (eV): -8.80
SMILES: O/C=C\CCCPO



3.
This record from OMol25 describes a cluster of 2 separate species, C4H7NO in total. The level of theory is wB97M-V/def2-TZVPD.

The geometry in XYZ format:
```
13
Properties=species:S:1:pos:R:3
O -1.42955 1.35559 0.09944
C -0.58151 -0.19321 -0.97602
C 0.87988 -0.09164 -0.81328
C 0.80726 0.07803 0.69553
C 0.79580 -1.12606 1.43915
N 0.72116 -2.14978 1.99220
H -2.30065 1.11591 0.45591
H -1.13659 0.28607 -1.77500
H -1.04987 -1.05981 -0.51545
H 1.27499 0.79911 -1.30712
H 1.42500 -0.97405 -1.17780
H -0.73692 1.03046 0.76130
H 1.33099 0.92938 1.12114
```

Values from the calculation:
ΔE to the lowest compared entry with this formula, charge and spin (kJ/mol): 477.99
Charge: 0
Maximum force (Eh/bohr): 0.0191
Highest occupied orbital energy (eV): -7.81



For each record above, in turn, the calculated HOMO-LUMO gap values are 10.23 9.44 7.15 eV.